Entry 1:
121
Properties=species:S:1:pos:R:3:forces:R:3 method="wB97M-V/def2-TZVPD" total_charge=0
C 4.538 -3.054 -0.466 -0.6 -0.6 -0.1
O 5.520 -2.793 -1.525 -1.8 0.7 0.4
C 4.720 -2.192 -2.599 0.4 -0.4 -0.7
C 5.582 -1.268 -3.584 -0.3 0.2 -0.1
C 4.696 -0.680 -4.819 1.0 1.0 0.9
C 3.525 0.273 -4.283 -0.4 -0.6 -0.1
C 2.472 0.726 -5.448 -1.1 -0.5 2.0
C 1.065 0.046 -5.029 -2.1 -1.2 -0.4
C 0.476 -1.096 -5.934 -2.4 1.5 4.0
C -0.854 -1.790 -5.514 0.3 1.4 1.2
C -1.401 -2.974 -6.434 1.2 0.0 0.4
C -0.275 -4.160 -6.384 -0.5 0.0 0.0
C 0.173 -4.495 -4.869 -0.2 -0.2 -0.7
N 1.412 -3.779 -4.419 -0.9 0.7 0.2
C -1.603 -1.379 -4.228 3.5 2.0 -1.2
C -0.989 -0.223 -3.388 0.3 -1.2 -1.7
C 0.321 0.522 -3.722 -1.8 -2.6 -1.9
C 0.878 1.667 -2.764 0.7 -0.4 -0.8
C -0.090 2.926 -2.592 -2.3 0.1 3.5
O -0.830 3.162 -1.620 3.3 -1.2 -3.8
I -0.114 4.445 -4.194 0.2 -0.8 0.4
C -2.007 -0.099 -2.176 0.0 1.0 1.1
O -1.951 0.514 -1.089 0.3 -1.9 -3.8
N -3.201 -0.942 -2.454 2.4 -2.4 0.3
C -2.926 -1.924 -3.541 0.7 -0.6 -1.5
O -3.550 -2.966 -3.834 2.0 3.9 1.4
H 4.197 -2.077 0.034 0.6 -1.3 -0.6
H 4.913 -3.801 0.311 -0.1 1.2 -1.2
H 3.613 -3.526 -0.966 1.2 0.6 0.9
H 3.861 -1.636 -2.077 1.2 -0.5 -1.2
H 4.304 -3.073 -3.210 0.2 1.3 0.8
H 6.457 -1.845 -4.061 -1.3 0.7 1.0
H 6.018 -0.384 -2.985 -0.6 -1.3 -0.9
H 5.416 0.000 -5.420 -1.1 -1.3 0.7
H 4.348 -1.527 -5.498 0.2 1.2 1.0
H 3.923 1.214 -3.763 -0.2 -1.4 -0.8
H 2.944 -0.307 -3.469 0.8 1.0 -1.4
H 2.316 1.857 -5.340 0.3 -1.6 -0.7
H 2.799 0.411 -6.491 -0.5 0.5 1.4
H 0.967 -1.456 -6.891 -0.5 0.8 1.5
H -1.516 -2.562 -7.506 0.1 -0.8 1.7
H -2.379 -3.407 -6.043 1.3 0.9 -0.5
H 0.615 -3.814 -7.029 -1.2 -0.7 1.1
H -0.694 -5.142 -6.826 0.5 1.7 0.4
H -0.695 -4.212 -4.168 1.3 -0.6 -1.0
H 0.364 -5.621 -4.789 -0.4 1.5 -0.1
H 1.938 -3.378 -5.208 -0.5 -0.5 0.4
H 1.092 -2.957 -3.877 0.5 -0.6 -0.4
H 1.149 1.169 -1.766 -0.8 1.1 -1.2
H 1.859 2.073 -3.216 -1.6 -0.6 0.7
H -3.157 -1.568 -1.614 -1.3 0.9 -0.2
O -3.404 -1.591 0.912 0.2 0.3 0.2
C -3.193 -1.330 2.084 -0.2 -0.8 -0.2
C -3.207 -2.356 3.132 0.0 0.1 -0.4
C -2.987 -2.029 4.407 -0.1 -1.3 0.5
O -2.995 -2.971 5.390 0.1 1.3 -0.5
C -2.723 -0.620 4.813 0.1 0.9 -0.1
O -2.545 -0.358 5.991 0.0 -0.5 -0.2
C -2.684 0.403 3.765 0.0 -0.2 0.5
C -2.901 0.077 2.488 0.1 1.5 -0.7
O -2.866 1.014 1.505 -0.1 -1.4 0.9
H -3.402 -3.375 2.824 0.0 0.0 0.0
H -2.813 -2.484 6.218 0.0 -0.1 -0.1
H -2.474 1.419 4.072 0.0 0.0 0.0
H -3.055 0.529 0.674 0.1 0.3 -0.2
O -1.304 7.071 -0.219 0.4 -0.1 -0.1
C -0.330 7.795 -0.328 -0.7 0.4 0.1
C -0.425 9.256 -0.248 -0.1 -0.3 0.0
C 0.664 10.016 -0.389 -0.7 1.2 0.2
O 0.592 11.374 -0.315 0.7 -1.1 -0.2
C 2.005 9.414 -0.635 0.7 -0.4 -0.1
O 2.974 10.141 -0.777 -0.4 0.1 0.1
C 2.104 7.953 -0.691 0.1 0.4 0.0
C 1.016 7.192 -0.546 0.7 -1.2 -0.1
O 1.093 5.834 -0.593 -0.7 1.2 0.1
H -1.404 9.681 -0.072 0.0 0.0 0.0
H 1.507 11.690 -0.450 -0.1 0.0 0.0
H 3.086 7.528 -0.851 0.0 0.0 0.0
H 0.176 5.516 -0.465 0.1 -0.1 -0.1
O -9.405 4.399 0.153 0.0 -0.4 -0.2
C -8.473 3.618 0.245 0.2 0.7 0.4
C -7.220 3.965 0.923 -0.4 0.1 -0.1
C -6.217 3.087 0.988 1.0 0.9 0.8
O -5.048 3.393 1.616 -1.0 -0.9 -0.7
C -6.330 1.733 0.377 -0.2 -0.6 -0.4
O -5.387 0.966 0.442 -0.2 0.2 0.0
C -7.592 1.376 -0.280 0.3 -0.1 0.1
C -8.596 2.253 -0.342 -0.8 -0.8 -0.7
O -9.774 1.937 -0.946 0.8 0.8 0.7
H -7.150 4.952 1.360 0.0 0.0 0.0
H -4.484 2.597 1.525 0.1 0.1 0.0
H -7.667 0.383 -0.703 0.0 0.0 0.0
H -10.332 2.734 -0.860 0.0 -0.1 0.0
O -2.241 -0.580 8.927 -0.1 0.4 0.0
C -3.048 0.138 9.491 0.1 -0.7 0.3
C -3.757 -0.279 10.706 0.2 -0.1 -0.3
C -4.646 0.529 11.286 -0.3 -0.9 1.0
O -5.309 0.156 12.415 0.3 0.8 -1.0
C -4.954 1.875 10.725 -0.1 0.7 -0.4
O -5.786 2.579 11.272 0.1 -0.4 0.2
C -4.229 2.303 9.525 -0.3 0.0 0.4
C -3.337 1.497 8.945 0.5 0.9 -1.2
O -2.656 1.883 7.832 -0.3 -0.8 1.3
H -3.526 -1.259 11.101 0.0 0.0 0.0
H -5.892 0.909 12.634 0.1 -0.1 0.0
H -4.450 3.290 9.139 0.0 0.0 0.0
H -2.076 1.128 7.605 -0.2 0.1 -0.2
O 10.224 -8.092 -0.450 -0.1 0.4 -0.1
C 9.425 -7.382 0.136 0.1 -0.7 0.4
C 8.763 -7.801 1.376 0.2 -0.1 -0.3
C 7.881 -7.002 1.979 -0.3 -0.9 1.0
O 7.260 -7.376 3.132 0.2 0.9 -1.0
C 7.535 -5.664 1.419 0.0 0.7 -0.4
O 6.711 -4.968 1.987 0.1 -0.4 0.2
C 8.215 -5.235 0.193 -0.3 0.1 0.3
C 9.100 -6.033 -0.409 0.3 0.9 -1.0
O 9.741 -5.648 -1.546 -0.3 -0.9 1.0
H 9.021 -8.775 1.771 0.0 0.0 0.0
H 6.674 -6.630 3.364 0.1 -0.1 0.0
H 7.968 -4.254 -0.194 0.0 0.0 0.0
H 10.323 -6.396 -1.782 -0.1 0.1 0.0

Entry 2:
113
Properties=species:S:1:pos:R:3:forces:R:3 method="wB97M-V/def2-TZVPD" total_charge=-1
Sr 0.943 0.639 0.964 0.6 0.6 -0.1
C -0.831 2.289 -1.382 -0.2 0.3 -0.1
N 0.596 2.471 -1.570 0.0 -0.3 0.2
C 0.966 3.867 -1.344 0.3 0.4 0.3
C 1.814 4.193 -0.092 0.1 0.2 -0.5
N 1.585 3.387 1.111 -0.1 -0.1 0.1
C 2.865 3.031 1.729 0.2 -0.1 0.0
C 0.773 4.075 2.087 -0.5 0.0 0.4
C 1.250 5.255 2.646 0.1 0.1 0.0
C 0.553 5.949 3.612 0.1 0.1 0.0
C -0.670 5.452 4.039 -0.1 0.1 0.1
C -1.163 4.288 3.498 0.1 0.1 0.1
C -0.461 3.567 2.522 0.0 0.0 -0.1
S -1.241 2.137 1.928 -0.6 -0.5 0.0
C 1.104 1.881 -2.754 0.3 -0.2 -0.4
C 0.260 1.353 -3.726 -0.3 0.0 0.0
C 0.737 0.673 -4.835 -0.1 -0.1 -0.1
C 2.098 0.522 -5.015 -0.1 -0.1 -0.2
C 2.959 1.076 -4.091 -0.2 0.0 -0.2
C 2.496 1.756 -2.963 0.3 0.2 0.0
S 3.699 2.324 -1.850 0.5 0.4 0.4
H -1.425 2.853 -2.119 0.0 -0.1 -0.1
H -1.119 2.638 -0.391 0.1 0.0 -0.1
H -1.082 1.229 -1.451 -0.1 -0.1 -0.1
H 0.043 4.456 -1.307 0.0 0.0 0.0
H 1.555 4.225 -2.196 -0.1 0.0 0.1
H 1.650 5.258 0.115 0.0 -0.1 0.1
H 2.857 4.070 -0.381 -0.2 0.0 0.1
H 3.452 3.906 2.038 0.0 -0.1 0.0
H 3.466 2.473 1.012 0.0 0.0 -0.1
H 2.682 2.422 2.612 0.0 0.0 0.2
H 2.202 5.645 2.313 0.1 0.0 0.0
H 0.967 6.853 4.037 0.0 0.1 0.0
H -1.232 5.977 4.799 -0.1 0.0 0.1
H -2.108 3.880 3.829 0.0 0.0 0.0
H -0.810 1.457 -3.629 -0.1 0.0 0.1
H 0.033 0.266 -5.547 0.0 0.0 -0.1
H 2.481 -0.027 -5.866 0.0 0.0 -0.1
H 4.031 0.985 -4.211 0.0 0.0 0.0
I -1.768 -2.494 2.631 -0.4 -0.3 0.5
C -3.661 -3.376 2.185 0.5 -0.1 0.5
C -4.075 -4.276 3.143 0.6 0.5 -0.2
C -5.279 -4.968 3.030 -0.6 -0.1 -0.4
C -6.067 -4.756 1.935 0.2 -0.1 0.4
C -5.682 -3.836 0.940 0.1 0.1 -0.1
C -6.543 -3.652 -0.159 0.0 0.2 -0.3
C -6.237 -2.753 -1.144 -0.3 -0.4 0.2
C -5.060 -2.019 -1.047 0.3 -0.1 0.4
C -4.169 -2.166 0.002 -0.2 0.2 -0.4
P -2.708 -1.008 -0.154 -0.3 0.2 -0.6
C -2.214 -1.695 -1.796 0.2 0.2 0.2
C -2.479 -1.264 -3.089 0.0 0.1 0.1
C -1.986 -1.965 -4.178 0.0 0.0 -0.2
C -1.226 -3.104 -3.998 0.1 -0.1 -0.1
C -0.950 -3.545 -2.712 -0.1 -0.1 -0.1
C -1.433 -2.840 -1.628 0.0 0.0 0.0
C -3.761 0.491 -0.288 0.3 0.0 0.1
C -4.307 0.819 0.953 0.1 0.0 0.0
C -5.096 1.937 1.117 -0.1 0.0 0.0
C -5.355 2.754 0.030 -0.1 0.1 0.0
C -4.808 2.451 -1.202 0.0 0.2 -0.1
C -4.003 1.336 -1.362 0.1 -0.1 0.0
C -4.452 -3.096 1.040 -0.3 -0.1 -0.2
H -3.451 -4.450 4.005 0.1 0.0 0.1
H -5.574 -5.660 3.803 0.0 -0.1 0.1
H -7.003 -5.282 1.815 -0.1 0.0 0.0
H -7.453 -4.235 -0.205 -0.1 0.0 0.0
H -6.897 -2.605 -1.986 -0.1 0.0 0.0
H -4.843 -1.298 -1.824 0.0 0.0 0.0
H -3.073 -0.385 -3.277 0.0 0.0 0.0
H -2.205 -1.613 -5.177 0.0 0.0 -0.1
H -0.837 -3.642 -4.852 0.0 0.0 -0.1
H -0.363 -4.441 -2.561 0.1 -0.1 0.1
H -1.205 -3.173 -0.623 0.1 -0.1 0.1
H -4.080 0.195 1.806 0.0 -0.1 0.2
H -5.501 2.176 2.090 0.0 0.0 0.1
H -5.971 3.631 0.147 -0.1 0.1 0.0
H -5.002 3.090 -2.053 0.0 0.1 0.0
H -3.564 1.156 -2.329 0.1 0.0 -0.1
N 1.633 -3.276 1.110 -0.7 0.0 -0.1
C 2.862 -2.790 1.365 1.3 -0.3 0.2
N 3.226 -1.571 1.223 -1.0 0.5 -0.1
C 4.561 -1.392 1.458 0.8 -0.5 0.3
C 5.247 -0.185 1.405 -0.1 -0.2 0.0
C 6.599 -0.169 1.680 0.0 0.1 0.0
C 7.280 -1.335 2.009 0.1 -0.1 0.0
C 6.615 -2.547 2.087 0.0 0.0 0.0
C 5.262 -2.565 1.807 -0.2 0.2 -0.1
S 4.164 -3.921 1.819 -0.3 0.3 -0.1
H 0.937 -2.562 0.936 0.0 -0.3 0.0
H 1.335 -4.086 1.631 -0.1 0.1 0.0
H 4.710 0.717 1.160 0.0 0.1 -0.1
H 7.135 0.768 1.643 0.0 0.1 0.0
H 8.342 -1.300 2.206 0.1 0.0 0.1
H 7.129 -3.451 2.372 0.1 -0.1 0.0
C 3.155 -2.595 -3.440 0.1 0.1 0.2
N 2.122 -2.188 -2.518 -0.2 0.0 -0.1
C 2.237 -1.167 -1.625 0.8 -0.9 -0.7
N 3.462 -0.636 -1.475 0.0 -0.2 0.0
O 1.258 -0.848 -0.942 -0.8 0.4 0.4
H 2.759 -3.366 -4.096 0.0 0.0 0.0
H 4.008 -3.012 -2.897 0.1 0.0 -0.1
H 3.487 -1.758 -4.064 0.0 -0.1 0.0
H 1.194 -2.565 -2.632 0.0 0.2 0.1
H 4.143 -0.832 -2.192 -0.1 0.0 0.0
H 3.516 0.351 -1.173 0.1 -0.1 0.0
F 3.587 0.389 3.854 0.0 0.2 -0.2
C 1.237 0.148 3.648 0.2 0.1 -0.2
F 1.001 1.393 4.255 0.2 0.0 0.0
C 2.529 -0.321 4.300 0.2 -0.1 0.3
F 2.796 -1.613 4.017 -0.2 -0.2 0.0
F 2.587 -0.234 5.647 -0.2 0.1 0.2
F 0.251 -0.672 4.222 -0.1 -0.3 0.1

Values of maximum force, in order: 5.179 1.428, all in eV/A.
Values of E, in order: -111754.4984 -126871.8913, all in eV.
Values of HOMO, in order: -0.33890 -0.15365, all in Ha.